DFT (wB97M-V/def2-TZVPD) results for one molecule with the formula C21H19ClN4O3 in a non-equilibrium geometry.

Calculated values
- SMILES string: C=CCOC(=O)C1=C(C)OC(N)=C(C#N)[C@H]1c1c(C)nn(-c2ccccc2)c1Cl
- Frontier orbital gap: 8.94 eV
- Relative energy (zero: lowest compared OMol25 entry of this formula, charge and spin): 90.5 kJ/mol
- Multiplicity: 1

Positions of all 48 atoms, in Å:
Cl -0.617 -2.081 -1.109
O 1.963 0.084 -1.227
O 3.466 1.671 -0.702
O 2.306 1.160 3.334
N -2.005 1.345 -0.050
N 1.089 0.174 4.959
N -0.872 -2.376 3.357
N -2.044 0.186 -0.718
C -3.099 -0.067 -1.609
C 3.184 -1.751 -3.925
C -0.973 -0.581 -0.386
C 2.616 0.878 -0.365
C -4.684 0.800 -3.187
C 2.153 0.654 1.013
C -3.629 -1.342 -1.768
C 1.039 -0.350 1.205
C 3.337 -0.864 -2.962
C -3.635 1.007 -2.311
C -0.222 0.115 0.539
C -4.673 -1.537 -2.655
C 2.316 0.173 -2.606
C -0.604 2.468 1.608
C -5.199 -0.473 -3.368
C -0.133 -1.548 3.054
C 0.783 -0.559 2.684
C 2.690 1.342 2.038
C 1.373 0.212 3.624
C -0.932 1.324 0.717
C 3.764 2.370 1.939
H -1.384 3.218 1.519
H -3.224 1.991 -2.148
H -5.098 1.635 -3.732
H -3.246 -2.170 -1.195
H 1.324 -1.303 0.739
H -6.014 -0.635 -4.057
H 3.988 2.750 2.933
H 2.720 1.176 -2.799
H -0.541 2.138 2.644
H 0.575 -0.623 5.297
H 4.233 -0.840 -2.356
H 3.947 -2.475 -4.157
H 0.352 2.909 1.328
H 1.389 0.025 -3.164
H 3.452 3.185 1.290
H -5.084 -2.528 -2.780
H 1.768 0.584 5.578
H 2.292 -1.784 -4.529
H 4.660 1.942 1.494

Listed below, in e, are the natural (NBO) charges computed for each atom: 0.05 -0.51 -0.61 -0.47 -0.26 -0.80 -0.34 -0.21 0.21 -0.37 0.13 0.79 -0.20 -0.24 -0.24 -0.18 -0.20 -0.23 -0.15 -0.20 -0.12 -0.64 -0.21 0.29 -0.35 0.43 0.57 0.16 -0.67 0.24 0.24 0.22 0.23 0.24 0.21 0.23 0.22 0.22 0.41 0.20 0.20 0.22 0.20 0.25 0.22 0.40 0.19 0.25

---

DFT (wB97M-V/def2-TZVPD) results for one molecule with the formula C3H7NO in a non-equilibrium geometry.

Calculated values
- SMILES string: OC[C@H]1CN1
- Frontier orbital gap: 10.89 eV
- Relative energy (zero: lowest compared OMol25 entry of this formula, charge and spin): 325.5 kJ/mol
- Multiplicity: 1

Positions of all 12 atoms, in Å:
O 1.561 0.476 0.849
N -0.513 1.051 -0.609
C -1.183 0.060 0.393
C -0.207 -0.367 -0.582
C 1.186 -0.593 0.024
H -1.455 1.419 -0.577
H -0.504 -1.071 -1.357
H 1.927 -0.778 -0.763
H -0.921 0.243 1.419
H -2.217 -0.210 0.153
H 1.129 -1.492 0.652
H 1.198 1.262 0.398

Listed below, in e, are the natural (NBO) charges computed for each atom: -0.72 -0.70 -0.27 -0.09 -0.06 0.41 0.20 0.16 0.22 0.19 0.18 0.49